C3H7ClN2O | the ωB97M-V functional and the def2-TZVPD basis

Geometry as XYZ:
```
14
Properties=species:S:1:pos:R:3:forces:R:3:nbo_charge:R:1
N -0.922 0.604 -1.660 0.3 -0.4 0.1 -0.71
N 0.303 -0.102 -1.846 0.3 -0.6 1.8 -0.24
C 0.762 -0.692 -0.789 -0.2 1.2 -1.1 0.05
C 0.138 -0.740 0.607 1.1 0.4 -1.5 0.02
O -1.201 -1.005 0.543 -2.0 -0.1 0.1 -0.72
C 0.537 0.515 1.384 0.2 -0.1 -0.1 -0.39
Cl 0.036 0.358 3.086 0.1 0.1 0.1 -0.05
H -0.860 1.386 -1.003 0.2 -0.3 -0.2 0.35
H -1.115 0.968 -2.569 -0.4 0.4 -0.4 0.37
H 1.737 -1.163 -0.920 -0.2 -0.1 -0.1 0.19
H 0.614 -1.599 1.048 0.1 -0.4 0.6 0.19
H -1.682 -0.572 -0.204 1.0 -0.2 0.5 0.50
H 0.018 1.385 0.971 0.2 -0.1 0.2 0.20
H 1.636 0.656 1.351 -0.7 0.0 0.0 0.22
```
Positions in Å, forces in eV/Å.

Computed properties:
- HOMO (eV) = -9.52
- calculated total energy (a.u.) = -763.399212
- SMILES = N/N=C\[C@H](O)CCl
- relative energy (zero: lowest compared OMol25 entry of this formula, charge and spin) (kJ/mol) = 100.0
- orbital gap (eV) = 10.2
- 2S+1 = 1